{
  "formula": "C38H99BMnO19",
  "method": "ωB97M-V with the def2-TZVPD basis set",
  "total_charge": 0,
  "lumo_energy_ev": [0.30, 0.30],
  "relative_energy_kj_mol": 0.0,
  "orbital_gap_ev": [7.66, 8.14],
  "s_squared": 8.753,
  "homo_ev": [-7.36, -7.84],
  "multiplicity": 6,
  "elements": ["Mn", "O", "O", "O", "O", "O", "O", "O", "O", "O", "O", "O", "O", "O", "O", "O", "O", "O", "O", "O", "C", "C", "C", "C", "C", "C", "C", "C", "C", "C", "C", "C", "C", "C", "C", "C", "C", "C", "C", "C", "C", "C", "C", "C", "C", "C", "C", "C", "C", "C", "C", "C", "C", "C", "C", "C", "C", "C", "B", "H", "H", "H", "H", "H", "H", "H", "H", "H", "H", "H", "H", "H", "H", "H", "H", "H", "H", "H", "H", "H", "H", "H", "H", "H", "H", "H", "H", "H", "H", "H", "H", "H", "H", "H", "H", "H", "H", "H", "H", "H", "H", "H", "H", "H", "H", "H", "H", "H", "H", "H", "H", "H", "H", "H", "H", "H", "H", "H", "H", "H", "H", "H", "H", "H", "H", "H", "H", "H", "H", "H", "H", "H", "H", "H", "H", "H", "H", "H", "H", "H", "H", "H", "H", "H", "H", "H", "H", "H", "H", "H", "H", "H", "H", "H", "H", "H", "H", "H"],
  "positions_angstrom": [[-0.792, 0.234, -3.083], [-3.855, 3.781, -0.591], [-5.584, -0.300, -0.825], [0.843, 3.222, 2.805], [7.228, -0.557, 5.064], [-2.432, -5.461, 4.435], [-3.837, 6.075, -2.412], [6.268, 0.703, 1.858], [1.909, 0.837, 4.095], [-3.913, -2.403, 0.052], [0.950, 6.283, -0.397], [-0.353, 0.087, -1.115], [2.885, 4.906, -1.595], [2.475, -5.308, 0.308], [-1.145, -1.903, -3.181], [-1.483, -2.723, 3.653], [-2.938, 0.113, -3.177], [1.288, -0.378, -3.737], [1.983, -6.155, -2.468], [-0.749, 0.043, -5.347], [-2.940, -3.249, 0.612], [3.368, -5.121, -0.770], [-5.496, -0.690, 0.534], [2.438, -0.002, -3.006], [1.525, -0.542, -5.124], [0.221, -0.881, -5.814], [-3.440, -1.171, -3.505], [1.518, -4.274, 0.425], [-4.111, 6.150, -1.020], [-3.441, 5.081, -0.208], [-0.335, 2.789, 3.440], [0.999, -6.997, -1.901], [-3.142, -6.333, 5.282], [-2.531, -2.230, -2.922], [7.255, -0.040, 6.365], [2.587, -0.337, 4.442], [-0.791, -1.492, 3.477], [-3.209, 2.804, 0.185], [-3.887, 1.114, -3.529], [6.601, -0.325, 2.771], [2.046, 3.146, 3.527], [-1.576, -4.597, 5.178], [3.516, 4.056, -2.519], [5.664, 0.227, 0.695], [6.575, 0.293, 4.149], [1.486, 5.148, 0.241], [-1.721, 0.386, -6.305], [0.289, 7.117, 0.497], [-4.128, -1.234, 0.811], [1.897, 4.191, -0.842], [-4.534, 5.076, -3.127], [-0.295, -2.781, -2.461], [2.696, 1.794, 3.460], [-0.033, 0.539, 0.133], [1.178, -0.197, 0.733], [-0.758, -3.773, 4.223], [-6.854, -0.484, -1.379], [3.235, -6.191, -1.808], [-0.634, 2.677, -3.468], [-1.267, 0.908, -7.154], [1.837, 3.332, 4.593], [0.751, -6.688, -0.882], [-0.286, -1.213, 4.405], [-0.863, 0.335, 0.848], [-4.461, 0.865, -4.422], [-6.240, -1.482, 0.713], [-2.253, -0.486, -6.702], [-0.897, -5.156, 5.830], [2.101, 0.174, -1.988], [-3.191, -3.575, 1.627], [-4.025, -1.441, 1.884], [5.554, 1.030, -0.033], [-3.764, 7.137, -0.715], [4.408, -5.076, -0.411], [3.223, -4.128, -1.215], [-6.878, 0.013, -2.351], [-5.325, 4.614, -2.529], [-4.415, -1.323, -3.026], [-4.985, 5.503, -4.025], [3.315, -0.124, 5.236], [6.267, -0.542, 0.186], [-7.088, -1.544, -1.547], [4.238, 4.673, -3.050], [-0.601, 6.644, 0.935], [7.445, 1.042, 6.387], [0.105, -6.901, -2.516], [-1.099, 2.796, -4.588], [3.468, -7.198, -1.441], [3.996, -6.020, -2.581], [-0.605, 3.482, 4.247], [2.864, 0.934, -3.396], [1.037, -1.275, 0.698], [7.042, 1.287, 4.163], [0.393, -0.721, -6.888], [-2.121, 2.848, 0.056], [-0.377, -4.428, 3.420], [-4.629, 1.209, -2.720], [3.236, -0.742, -3.135], [-3.969, -6.753, 4.712], [2.016, -3.308, 0.589], [4.039, 3.210, -2.045], [-3.543, -5.807, 6.156], [-0.012, 8.033, -0.008], [1.268, 0.183, 1.761], [-3.834, 4.281, -3.393], [-0.305, 3.736, -3.012], [-0.654, -3.813, -2.479], [-3.379, -0.484, 0.515], [-7.659, -0.040, -0.780], [3.735, 1.911, 3.827], [-2.257, -3.945, 5.739], [-0.094, -1.925, -5.738], [-2.902, -4.148, -0.006], [-5.203, 6.143, -0.898], [-3.605, 1.849, -0.157], [-2.742, -3.247, -3.248], [5.826, -1.100, 2.747], [1.893, -1.085, 4.816], [0.161, -3.418, 4.715], [0.776, 4.703, 0.943], [-3.803, 5.188, 0.834], [-2.518, -7.166, 5.628], [0.875, -4.490, 1.273], [4.672, -0.207, 0.890], [7.589, -0.746, 2.563], [2.729, 3.908, 3.153], [-3.404, 2.086, -3.514], [-2.352, 5.193, -0.170], [1.943, 0.387, -5.527], [0.969, -4.169, -0.516], [-1.954, -2.764, 0.635], [1.050, 3.977, -1.499], [0.256, 1.895, -3.522], [2.782, 3.622, -3.211], [-0.294, 1.738, 3.717], [0.967, 7.419, 1.313], [2.419, 5.401, 0.771], [6.322, -0.229, 6.910], [-2.630, -2.147, -1.835], [-1.139, 2.920, 2.709], [-3.592, -1.300, -4.584], [-0.156, -1.681, 2.609], [2.255, -1.347, -5.283], [1.327, -8.042, -1.885], [2.955, 1.522, 2.419], [3.115, -0.797, 3.595], [0.680, -2.792, -2.952], [-5.771, 0.106, 1.237], [2.331, 3.240, -0.509], [0.148, 1.628, 0.200], [-1.520, 2.234, -2.803], [5.523, 0.448, 4.431], [-0.137, -2.410, -1.446], [2.138, 0.111, 0.300], [-3.420, 2.883, 1.264], [8.079, -0.503, 6.908], [-1.467, -0.672, 3.241], [-2.415, 1.073, -5.829]],
  "forces_ev_per_a": [[0.7, 1.5, 1.4], [0.2, 0.4, -0.2], [0.3, 0.3, 0.2], [0.2, 0.2, -0.7], [0.1, -0.1, -0.3], [0.4, -0.1, 0.1], [0.0, 0.3, 0.2], [0.1, 0.2, 0.2], [-0.4, -0.2, 0.2], [-0.5, -0.2, 0.0], [-0.2, -0.1, -0.2], [-0.1, -0.3, -0.9], [0.2, -0.7, 0.2], [0.0, -0.2, 0.2], [-0.7, -1.0, -0.7], [-1.3, 0.5, 0.4], [-0.7, -0.5, -0.7], [0.0, -0.5, -0.3], [0.0, -0.1, 0.0], [0.1, -0.6, -0.2], [0.2, -0.3, 0.1], [0.4, 0.5, 0.3], [-0.8, -0.8, -0.1], [0.4, 0.6, -0.3], [0.1, -0.2, 0.2], [0.4, 0.5, -0.7], [-0.3, -0.8, 0.1], [0.5, 0.4, -0.3], [-0.3, 0.1, -1.1], [-0.6, -0.3, 1.3], [-0.5, 0.5, -0.4], [-0.1, 0.2, 0.2], [-0.1, -0.2, 0.0], [0.7, 1.0, 1.1], [0.1, 0.2, 0.5], [0.6, -0.2, 0.1], [0.1, -0.9, -0.2], [0.0, -0.4, 0.0], [-0.9, 0.7, 1.4], [-0.3, 0.3, 0.2], [-0.7, -0.4, 0.8], [-0.7, 0.1, -0.5], [-0.2, 0.1, -0.1], [-0.1, -0.5, -0.8], [-0.2, 0.3, 0.4], [0.4, -0.4, 0.0], [-0.3, 0.3, -0.4], [0.1, 0.5, 0.5], [0.5, 0.4, 0.0], [0.1, 0.6, -0.8], [0.1, -0.4, 0.2], [0.9, -0.1, 0.0], [1.6, 0.4, -1.1], [0.0, -0.5, 0.2], [0.1, 1.3, 0.5], [1.0, -0.1, -0.5], [-0.5, 0.1, -0.4], [0.3, -0.2, -0.8], [-0.6, 0.7, -0.7], [0.1, 0.0, 0.1], [0.1, 0.2, -0.1], [0.0, -0.1, 0.0], [0.4, 0.0, -0.2], [0.0, 0.2, -0.1], [0.5, 0.1, -0.4], [0.2, -0.1, 0.0], [0.0, -0.1, 0.2], [-0.1, -0.1, 0.1], [0.2, -0.3, 0.1], [0.0, 0.2, 0.0], [0.0, 0.0, 0.0], [0.0, 0.2, 0.3], [0.1, -0.1, 0.2], [-0.1, -0.3, 0.2], [-0.3, -0.1, -0.2], [0.1, 0.0, 0.0], [0.0, 0.1, 0.0], [0.0, 0.1, 0.0], [0.1, 0.1, 0.0], [0.1, -0.1, -0.1], [0.0, 0.0, 0.2], [0.1, 0.0, 0.2], [0.0, -0.1, -0.2], [0.0, 0.0, 0.0], [-0.1, 0.0, -0.2], [0.0, -0.1, -0.1], [0.0, 0.1, -0.2], [-0.3, 0.1, 0.4], [-0.1, 0.2, 0.0], [0.2, -0.4, 0.4], [-0.3, 0.0, 0.0], [0.1, 0.0, 0.0], [0.1, -0.1, -0.2], [-0.1, 0.1, 0.1], [0.0, -0.1, -0.1], [-0.2, -0.1, 0.1], [0.1, -0.4, 0.0], [-0.2, -0.3, 0.4], [0.0, 0.0, 0.0], [0.0, -0.1, 0.2], [0.0, 0.1, 0.2], [0.0, 0.0, 0.0], [0.0, -0.1, -0.2], [-0.1, -0.5, 0.1], [0.0, 0.0, -0.2], [0.1, 0.0, 0.0], [-0.3, 0.1, 0.1], [0.0, 0.0, 0.2], [0.1, 0.0, 0.1], [-0.4, -0.2, 0.9], [0.5, 0.1, 0.4], [-0.1, 0.1, 0.6], [0.1, 0.1, -0.1], [0.0, -0.2, 0.3], [0.2, -0.1, 0.0], [-0.2, 0.0, -0.2], [0.2, -0.2, -0.2], [-0.2, 0.2, 0.0], [-0.3, 0.2, 0.2], [0.0, -0.1, 0.0], [0.3, 0.4, 0.0], [0.1, 0.1, 0.1], [-0.1, -0.1, -0.1], [0.0, 0.0, 0.1], [-0.1, -0.1, -0.1], [0.0, 0.0, -0.1], [0.3, -0.1, -0.6], [0.1, -0.2, -0.4], [-0.1, 0.0, 0.0], [-0.3, -0.1, 0.2], [0.0, -0.1, 0.0], [0.0, -0.1, 0.1], [1.0, -0.4, 0.0], [0.1, 0.1, -0.1], [0.0, 0.1, 0.4], [-0.2, -0.1, 0.1], [-0.2, 0.2, 0.3], [0.0, 0.0, -0.1], [-0.2, -0.3, -0.1], [0.2, -0.2, -0.1], [0.3, 0.3, -0.1], [0.6, 0.7, 0.3], [0.0, 0.0, 0.0], [0.0, 0.0, 0.0], [-0.7, -0.1, -0.1], [0.0, 0.2, -0.1], [-0.1, 0.2, -0.1], [0.3, 0.3, -0.2], [-0.1, 0.1, 0.5], [0.0, 0.0, -0.2], [-0.5, -0.4, 0.7], [0.1, 0.0, 0.1], [-0.3, 0.0, 0.0], [-0.2, -0.3, -0.5], [-0.1, 0.3, -0.1], [-0.1, -0.2, -0.1], [-0.4, -0.3, -0.1], [0.0, 0.0, 0.0]]
}